No. 1
The following is a DFT calculation (wB97M-V/def2-TZVPD) of C42H41BrO2P2Pt as an isolated structure in a non-equilibrium geometry.

Last column: Mulliken charge in e.
CARTESIAN COORDINATES (ANGSTROEM)
Pt: 0.23 -1.87 0.24  0.89
C: 1.61 -3.10 1.15  -0.09
C: 2.00 -2.86 -0.20  -0.59
C: 1.67 -3.79 -1.35  -1.16
C: 0.19 -4.30 -1.39  -1.15
C: -0.82 -3.44 -0.68  -0.15
C: -1.12 -3.49 0.70  0.80
C: -0.50 -4.32 1.75  -1.03
C: 1.02 -4.44 1.59  -0.73
C: -1.92 1.15 0.20  -0.89
H: 2.22 -2.57 1.90  0.22
H: 2.82 -2.11 -0.36  0.84
H: 2.40 -4.62 -1.36  0.48
H: 1.86 -3.24 -2.28  0.23
H: -0.12 -4.29 -2.44  0.43
H: 0.17 -5.36 -1.06  0.32
H: -1.66 -3.04 -1.30  0.56
H: -2.17 -3.23 0.91  -0.11
H: -0.95 -5.32 1.70  0.43
H: -0.72 -3.97 2.78  0.24
H: 1.49 -4.81 2.52  0.44
H: 1.28 -5.20 0.85  0.30
H: -1.26 0.64 0.90  0.02
H: -2.78 1.60 0.74  0.67
H: -1.35 1.94 -0.32  -0.05
P: 1.67 0.00 -0.18  1.83
P: -2.42 -0.10 -0.98  1.66
C: 0.22 -0.84 -1.74  -1.00
C: -1.08 -0.63 -2.03  -1.00
C: 2.93 0.69 -1.24  0.93
C: 3.45 0.28 -2.49  -0.93
C: 4.53 0.97 -3.03  -0.78
C: 5.07 2.09 -2.39  -0.63
C: 4.49 2.57 -1.22  -1.01
C: 3.43 1.87 -0.65  -0.61
C: 2.50 -0.12 1.39  0.96
C: 1.66 -0.08 2.52  -0.39
C: 2.14 -0.53 3.73  -0.94
C: 3.49 -0.93 3.82  -0.66
C: 4.36 -0.87 2.72  -0.80
C: 3.87 -0.45 1.48  -0.55
C: -3.35 0.83 -2.16  0.61
C: -2.63 1.78 -2.88  -0.50
C: -3.28 2.40 -3.93  -0.84
C: -4.60 2.05 -4.20  -0.57
C: -5.31 1.10 -3.46  -0.69
C: -4.67 0.44 -2.40  -0.42
C: -3.46 -1.22 0.07  0.60
C: -3.45 -1.07 1.47  -0.54
C: -4.27 -1.86 2.28  -0.70
C: -5.08 -2.84 1.70  -0.60
C: -5.08 -3.01 0.32  -1.10
C: -4.28 -2.21 -0.50  -0.02
H: 1.02 -0.89 -2.52  0.38
H: -1.37 -0.93 -3.04  0.39
H: 3.06 -0.60 -3.02  0.29
H: 5.00 0.63 -3.96  0.40
H: 5.95 2.59 -2.80  0.37
H: 4.85 3.46 -0.73  0.45
H: 3.02 2.22 0.29  0.53
H: 0.65 0.30 2.42  0.29
H: 1.49 -0.54 4.60  0.44
H: 3.89 -1.25 4.79  0.38
H: 5.43 -1.11 2.83  0.37
H: 4.50 -0.37 0.59  0.41
H: -1.58 1.97 -2.63  0.29
H: -2.74 3.12 -4.53  0.44
H: -5.11 2.51 -5.03  0.37
H: -6.34 0.80 -3.68  0.40
H: -5.14 -0.35 -1.79  0.46
H: -2.82 -0.31 1.96  0.25
H: -4.26 -1.71 3.35  0.43
H: -5.70 -3.47 2.34  0.41
H: -5.71 -3.76 -0.13  0.40
H: -4.27 -2.35 -1.59  0.48
Br: -0.18 3.23 3.48  -0.15
C: 0.53 4.66 2.47  0.19
C: 0.82 5.87 3.12  -0.47
C: 1.27 6.98 2.38  -0.56
C: 1.39 6.86 0.99  -0.53
C: 1.09 5.66 0.35  -0.66
C: 0.68 4.54 1.07  0.46
C: 0.44 3.25 0.32  0.26
O: -0.23 3.36 -0.73  -0.79
O: 0.85 2.17 0.88  -0.15
H: 0.71 5.93 4.20  0.38
H: 1.52 7.90 2.90  0.37
H: 1.72 7.72 0.42  0.37
H: 1.14 5.60 -0.73  0.42

The total charge is 0. The highest occupied orbital energy (alpha / beta) comes out at -4.9 / -6.8 eV. As for the HOMO-LUMO gap (alpha / beta): 4.89 / 6.08 eV. The multiplicity is 3.


No. 2
The following is a DFT calculation (wB97M-V/def2-TZVPD) of C11H20BNO2 as an isolated structure in a non-equilibrium geometry.

Last column: Mulliken charge in e.
CARTESIAN COORDINATES (ANGSTROEM)
B: -0.57 -0.49 0.10  0.58
C: 0.38 -2.20 -2.10  0.52
C: 0.77 1.27 -0.33  0.94
C: 1.21 0.53 1.04  1.54
C: 0.00 2.57 -0.19  -1.99
C: 1.88 1.45 -1.27  -1.64
C: 1.53 1.53 2.12  -1.67
C: 2.13 -0.63 0.72  -1.35
C: -2.59 -2.32 0.73  -1.95
C: -2.66 -1.15 -1.50  -1.58
C: -0.36 -2.81 -1.07  -0.85
C: -1.73 -1.56 -0.36  1.16
N: 0.91 -1.62 -2.93  -0.57
O: -0.10 0.31 -0.87  -0.34
O: -0.03 -0.30 1.28  -0.68
H: -0.29 2.74 -1.22  0.47
H: 0.69 3.27 0.08  0.60
H: -0.99 2.49 0.33  0.23
H: 2.57 2.24 -1.02  0.39
H: 1.50 1.56 -2.25  0.49
H: 2.47 0.50 -1.40  0.35
H: 2.29 1.17 2.82  0.38
H: 0.65 1.71 2.83  0.33
H: 1.71 2.57 1.85  0.32
H: 1.80 -0.94 -0.33  0.04
H: 2.08 -1.36 1.57  0.42
H: 3.09 -0.18 0.65  0.40
H: -1.89 -2.85 1.27  0.43
H: -3.12 -1.58 1.27  0.42
H: -3.13 -3.04 0.27  0.58
H: -2.27 -0.62 -2.33  0.33
H: -3.24 -2.06 -1.80  0.39
H: -3.51 -0.59 -1.17  0.47
H: 0.21 -2.88 -0.21  0.43
H: -0.85 -3.81 -1.29  0.42

The total charge is 0. The energy above the lowest of the compared OMol25 structures with the same formula, charge and spin comes out at 82.6 kcal per mole. The highest occupied orbital energy comes out at -9.4 eV. As for the HOMO-LUMO gap: 10.08 eV.


No. 3
The following is a DFT calculation (wB97M-V/def2-TZVPD) of one molecule with the formula C6H9N.

Last column: Mulliken charge in e.
CARTESIAN COORDINATES (ANGSTROEM)
C: 0.07 -3.26 -0.94  -1.10
C: -0.38 -1.87 -0.85  0.58
C: -0.74 -0.79 -0.48  -0.30
C: -0.94 0.41 0.34  -0.57
C: 0.34 1.22 0.43  -0.06
C: 0.39 2.65 0.03  -0.45
N: 0.34 2.27 1.44  -0.55
H: 0.17 -3.65 -1.95  0.30
H: -0.64 -3.88 -0.38  0.27
H: 1.04 -3.33 -0.43  0.26
H: -1.18 0.05 1.34  0.20
H: -1.78 1.03 0.01  0.31
H: 1.25 0.63 0.31  0.40
H: -0.51 3.12 -0.35  0.21
H: 1.32 3.04 -0.39  0.26
H: 1.25 2.35 1.87  0.24

The total charge is 0. As for the SMILES: CC#CC[C@H]1CN1. The energy above the lowest of the compared OMol25 structures with the same formula, charge and spin comes out at 71.1 kcal per mole. The highest occupied orbital energy comes out at -9.4 eV. As for the HOMO-LUMO gap: 10.39 eV.


No. 4
The following is a DFT calculation (wB97M-V/def2-TZVPD) of a 2-piece molecular cluster, H4O2 overall in a non-equilibrium geometry.

Last column: Mulliken charge in e.
CARTESIAN COORDINATES (ANGSTROEM)
H: -1.33 0.69 0.15  0.29
H: -0.75 -0.60 -0.27  0.39
H: 1.37 -0.36 0.71  0.34
H: 1.24 0.74 -0.30  0.34
O: -1.61 -0.22 -0.10  -0.65
O: 1.08 -0.24 -0.18  -0.71

The total charge is 0. As for the SMILES: O.O. The energy above the lowest of the compared OMol25 structures with the same formula, charge and spin comes out at 5.1 kcal per mole. The highest occupied orbital energy comes out at -10.9 eV. As for the HOMO-LUMO gap: 11.40 eV.


No. 5
The following is a DFT calculation (wB97M-V/def2-TZVPD) of C20H15AsF5PPdS4 as an isolated structure in a non-equilibrium geometry.

Last column: Mulliken charge in e.
CARTESIAN COORDINATES (ANGSTROEM)
Pd: -1.59 2.00 -0.17  -0.29
S: -1.93 6.10 -1.88  -0.69
As: -0.54 4.79 -0.92  0.43
S: -1.32 4.11 1.04  -0.46
S: -0.39 2.89 -2.03  -0.46
S: 1.39 5.70 -0.74  -0.69
C: 0.71 -3.91 2.84  -0.41
C: 1.61 -2.87 2.80  -0.64
C: 1.36 -1.74 2.02  -0.11
C: 0.21 -1.66 1.25  -0.10
C: -0.71 -2.71 1.32  -0.32
C: -0.46 -3.83 2.09  -0.66
P: -0.27 -0.16 0.27  1.44
C: 1.28 0.82 0.32  0.79
C: 2.30 0.74 -0.63  -0.38
C: 3.42 1.55 -0.51  -0.56
C: 3.54 2.43 0.55  -0.46
C: 2.52 2.52 1.49  -0.66
C: 1.39 1.72 1.37  -0.62
C: -0.24 -0.94 -1.42  0.21
C: 0.67 -1.94 -1.77  -0.20
C: 0.67 -2.49 -3.04  -0.64
C: -0.24 -2.05 -3.99  -0.41
C: -1.16 -1.06 -3.65  -0.83
C: -1.16 -0.52 -2.37  -0.34
H: 0.91 -4.79 3.45  0.34
H: 2.52 -2.92 3.39  0.39
H: 2.08 -0.93 2.00  0.36
H: -1.62 -2.64 0.73  0.34
H: -1.19 -4.64 2.13  0.38
H: 2.19 0.09 -1.49  0.32
H: 4.18 1.53 -1.29  0.34
H: 4.40 3.08 0.62  0.33
H: 2.58 3.25 2.29  0.37
H: 0.58 1.82 2.07  0.27
H: 1.39 -2.29 -1.04  0.44
H: 1.39 -3.26 -3.30  0.37
H: -0.24 -2.47 -4.99  0.35
H: -1.88 -0.71 -4.38  0.40
H: -1.87 0.25 -2.13  0.37
F: -4.08 2.50 1.34  -0.25
C: -3.41 1.56 0.62  0.59
F: -4.16 1.38 -0.54  -0.32
C: -3.64 0.24 1.39  0.47
F: -4.92 0.11 1.80  -0.32
F: -2.87 0.16 2.49  -0.28
F: -3.38 -0.84 0.62  -0.23

The total charge is -2. The energy above the lowest of the compared OMol25 structures with the same formula, charge and spin comes out at 38.0 kcal per mole. The highest occupied orbital energy comes out at -0.7 eV. As for the HOMO-LUMO gap: 4.82 eV.


No. 6
The following is a DFT calculation (wB97M-V/def2-TZVPD) of C37H37Br4N4O5SV as an isolated structure in a non-equilibrium geometry.

Last column: Mulliken charge in e.
CARTESIAN COORDINATES (ANGSTROEM)
V: 0.71 -0.31 0.53  -0.63
C: -2.60 0.14 -1.99  0.99
C: -3.34 -0.15 -0.69  -1.18
C: -2.43 -0.46 0.51  -1.74
N: -1.27 0.41 0.62  0.86
C: -1.43 1.64 1.02  1.67
C: -2.70 2.20 1.37  -0.98
C: -3.10 3.49 1.59  -0.49
C: -2.38 4.69 1.53  -0.83
C: -1.01 4.78 1.35  -0.93
C: -0.05 3.79 1.24  -1.08
C: -0.16 2.38 1.23  1.03
N: 0.88 1.58 1.28  1.38
C: 2.15 2.08 1.76  -1.70
C: 3.16 2.26 0.64  -0.21
C: 3.44 0.91 0.01  -1.68
N: 2.26 0.34 -0.63  0.39
C: 2.13 0.45 -1.93  1.41
C: 2.88 1.35 -2.72  -0.71
C: 2.99 1.50 -4.09  -0.74
C: 2.43 0.76 -5.12  -0.80
C: 1.56 -0.31 -4.95  -0.48
C: 0.96 -0.80 -3.81  -0.78
C: 1.04 -0.40 -2.45  1.20
N: 0.25 -0.84 -1.50  0.83
C: -0.84 -1.73 -1.90  -1.75
C: -1.98 -1.07 -2.67  -1.05
H: -1.82 0.88 -1.79  -1.27
H: -3.31 0.60 -2.69  0.69
H: -4.02 -1.00 -0.82  0.51
H: -3.96 0.72 -0.46  0.42
H: -2.06 -1.48 0.47  0.24
H: -3.01 -0.41 1.44  0.72
H: -3.49 1.47 1.48  0.35
H: -4.15 3.60 1.82  0.35
H: -2.93 5.61 1.66  0.32
H: -0.61 5.79 1.31  0.31
H: 0.96 4.16 1.13  0.23
H: 2.55 1.34 2.47  0.23
H: 2.01 3.00 2.33  0.81
H: 4.09 2.68 1.04  0.54
H: 2.76 2.95 -0.11  0.23
H: 3.74 0.20 0.78  0.36
H: 4.26 0.97 -0.71  0.75
H: 3.46 2.06 -2.15  0.17
H: 3.64 2.32 -4.40  0.33
H: 2.71 1.02 -6.13  0.33
H: 1.27 -0.83 -5.86  0.33
H: 0.30 -1.64 -3.99  0.29
H: -1.24 -2.19 -1.00  0.27
H: -0.43 -2.56 -2.48  0.58
H: -2.74 -1.84 -2.84  0.50
H: -1.63 -0.76 -3.66  0.50
Br: 0.96 -1.72 7.53  -0.22
C: 1.35 -1.51 5.69  0.53
C: 2.59 -1.87 5.19  0.30
Br: 3.94 -2.57 6.32  -0.22
C: 2.85 -1.71 3.82  0.07
Br: 4.53 -2.13 3.04  -0.21
C: 1.89 -1.19 2.98  0.14
O: 2.06 -0.99 1.68  -0.33
C: 0.62 -0.83 3.47  -0.95
O: -0.20 -0.38 2.60  0.10
C: 0.37 -0.99 4.84  -0.12
Br: -1.35 -0.49 5.43  -0.22
C: -2.01 4.03 -2.19  -0.49
S: -0.33 3.52 -2.56  0.24
C: -0.69 2.74 -4.14  -0.37
O: -0.02 2.41 -1.62  -0.92
H: -2.66 3.16 -2.23  0.06
H: -2.32 4.80 -2.90  0.51
H: -2.00 4.44 -1.17  0.02
H: -1.08 3.48 -4.83  0.51
H: -1.41 1.93 -3.97  -0.04
H: 0.25 2.32 -4.52  -0.01
O: 1.55 -3.38 -0.21  -0.72
C: 0.55 -3.25 0.49  -0.12
O: -0.05 -2.15 0.77  0.45
C: -0.13 -4.44 1.11  0.41
C: -1.07 -4.27 2.13  -0.08
C: -1.69 -5.38 2.69  -1.08
C: -1.39 -6.66 2.23  -0.35
C: -0.44 -6.83 1.23  -0.61
C: 0.19 -5.72 0.67  -0.40
H: -1.29 -3.27 2.48  0.39
H: -2.41 -5.24 3.48  0.41
H: -1.87 -7.52 2.67  0.38
H: -0.20 -7.82 0.88  0.38
H: 0.94 -5.83 -0.10  0.46

The total charge is -1. The energy above the lowest of the compared OMol25 structures with the same formula, charge and spin comes out at 0.0 kcal per mole. The highest occupied orbital energy (alpha / beta) comes out at -4.2 / -4.3 eV. As for the HOMO-LUMO gap (alpha / beta): 5.83 / 6.18 eV. The multiplicity is 2.


Number 1: calculated total energy -5151.30573 hartree. Number 2: calculated total energy -661.21607 hartree. Number 3: calculated total energy -288.66867 hartree. Number 4: calculated total energy -152.86683 hartree. Number 5: calculated total energy -5568.35748 hartree. Number 6: calculated total energy -13665.73800 hartree.